i:
DFT (the ωB97M-V functional and the def2-TZVPD basis) results for an isolated ion of composition C6H9N2 and charge +1.

Each atom is followed by the atoms it is bonded to, with distances in Å.
CARTESIAN COORDINATES (ANGSTROEM)
1 N -1.684 -2.321 -0.660  C2 1.494, H9 1.041, H10 1.036
2 C -1.809 -0.848 -0.448  N1 1.494, C3 1.607, H11 1.160, H12 1.159
3 C -0.417 -0.089 -0.182  C2 1.607, C4 1.554, C8 1.577
4 C 0.975 -0.528 -0.714  C3 1.554, C5 1.554, H13 1.152
5 C 2.228 0.315 -0.343  C4 1.554, C6 1.569, H14 1.141
6 C 2.014 1.594 0.539  C5 1.569, N7 1.461, H15 1.141
7 N 0.674 1.979 0.978  C6 1.461, C8 1.441, H16 1.035
8 C -0.518 1.227 0.681  C3 1.577, N7 1.441, H17 1.142
9 H -2.146 -2.762 0.162  N1 1.041
10 H -0.704 -2.648 -0.585  N1 1.036
11 H -2.449 -0.697 0.507  C2 1.160
12 H -2.416 -0.329 -1.288  C2 1.159
13 H 1.003 -1.497 -1.335  C4 1.152
14 H 3.247 -0.026 -0.728  C5 1.141
15 H 2.940 2.204 0.806  C6 1.141
16 H 0.594 2.850 1.532  N7 1.035
17 H -1.530 1.576 1.078  C8 1.142

As for the SMILES: NCc1ccc[nH+]c1. As for the LUMO energy: -5.2 eV. The net charge is +1. The value obtained for the HOMO energy is -13.3 eV. Its gap between HOMO and LUMO is 8.05 eV.

---

ii:
DFT (the ωB97M-V functional and the def2-TZVPD basis) results for an isolated ion of composition C6H9N2 and charge +1.

Each atom is followed by the atoms it is bonded to, with distances in Å.
CARTESIAN COORDINATES (ANGSTROEM)
1 C 1.827 2.082 0.943  C2 1.364, H9 1.096, H10 1.145
2 C 1.066 1.013 0.568  C1 1.364, C3 1.432, N8 1.425
3 C -0.016 1.122 -0.364  C2 1.432, N4 1.296, H11 1.106
4 N -0.535 -0.047 -0.576  C3 1.296, C5 1.426, C6 1.448
5 C -1.730 -0.257 -1.325  N4 1.426, H12 1.206, H13 1.115, H14 1.053
6 C 0.152 -1.093 0.153  N4 1.448, C7 1.325, N8 1.469
7 C -0.382 -2.287 0.366  C6 1.325, H15 1.093, H16 1.122
8 N 1.109 -0.349 0.983  C2 1.425, C6 1.469, H17 0.949
9 H 2.701 2.252 1.583  C1 1.096
10 H 1.470 2.977 0.324  C1 1.145
11 H -0.519 2.010 -0.790  C3 1.106
12 H -2.249 -1.243 -0.865  C5 1.206
13 H -1.374 -0.378 -2.375  C5 1.115
14 H -2.304 0.580 -1.044  C5 1.053
15 H -1.076 -2.794 -0.309  C7 1.093
16 H 0.056 -2.919 1.182  C7 1.122
17 H 1.804 -0.669 1.545  N8 0.949

As for the SMILES: C=c1c[n+](C)c(=C)[nH]1. As for the LUMO energy: -5.3 eV. The net charge is +1. The value obtained for the HOMO energy is -12.6 eV. Its gap between HOMO and LUMO is 7.27 eV.

---

The data favor ii; the next most stable structure lies 32.7 kcal/mol above it.